Molecular formula: C28H95N7O16
Method: DFT, ωB97M-V with the def2-TZVPD basis set

Properties
- E: -2710.4017 a.u.
- Max |F|: 4.066 eV/Å

Geometry as ORCA input:
```
! wB97M-V def2-TZVPD RIJCOSX def2/J DEFGRID3
* xyz 1 2
O -2.65 3.44 2.29
H -3.22 4.04 1.81
H -1.78 3.60 1.94
O -3.14 0.43 5.89
H -2.21 0.28 6.07
H -3.19 1.34 5.60
O -0.28 -1.75 3.55
H -0.40 -2.70 3.51
H -0.67 -1.42 2.74
O -2.77 3.30 4.91
H -2.80 3.22 3.96
H -2.61 4.23 5.07
O -2.50 -1.85 -0.46
H -2.13 -1.34 0.27
H -2.16 -2.73 -0.32
O 3.90 0.07 1.44
H 3.25 0.65 1.04
H 3.51 -0.19 2.28
O 1.77 3.13 2.73
H 2.33 3.48 3.43
H 1.64 3.88 2.13
O 4.00 -1.13 -1.25
H 4.24 -2.06 -1.33
H 4.37 -0.86 -0.41
O -0.53 -0.17 6.01
H -0.34 -0.71 5.25
H -0.23 -0.69 6.76
C -4.75 -2.94 2.36
C -3.97 -4.08 1.87
C -3.68 -5.09 3.00
O -2.71 -6.04 2.56
C -2.66 -7.27 3.33
N -4.69 -4.65 0.78
H -5.02 -2.27 1.54
H -4.44 -2.38 3.24
H -5.78 -3.23 2.57
H -2.96 -3.88 1.50
H -4.62 -5.51 3.36
H -3.32 -4.46 3.82
H -2.26 -7.13 4.33
H -2.03 -8.04 2.88
H -3.63 -7.71 3.51
H -4.32 -5.55 0.50
H -4.64 -4.08 -0.05
C 1.08 -1.44 0.84
C 0.52 -0.26 0.12
C -0.59 0.44 0.92
O -1.48 -0.44 1.43
C -2.36 0.16 2.34
N 1.67 0.52 -0.35
H 0.38 -2.27 0.92
H 1.49 -1.07 1.78
H 1.97 -1.82 0.33
H 0.06 -0.58 -0.82
H -1.07 1.26 0.39
H -0.06 1.04 1.66
H -3.05 -0.56 2.77
H -3.01 0.93 1.92
H -1.83 0.50 3.24
H 1.25 1.10 -1.05
H 2.37 -0.09 -0.75
C 2.28 1.38 6.10
C 3.19 0.48 5.24
C 3.57 -0.92 5.90
O 4.25 -0.87 7.18
C 4.77 -2.15 7.49
N 2.52 0.23 3.96
H 2.03 2.36 5.67
H 2.90 1.62 6.96
H 1.38 0.89 6.46
H 4.08 1.07 5.03
H 4.22 -1.49 5.24
H 2.78 -1.63 6.13
H 5.20 -2.16 8.49
H 5.67 -2.36 6.91
H 4.05 -2.97 7.43
H 2.25 1.12 3.55
H 1.66 -0.29 3.93
C 6.00 3.01 -7.55
C 4.93 2.81 -6.46
C 5.53 2.33 -5.13
O 4.40 2.31 -4.25
C 4.74 1.56 -3.04
N 4.35 4.12 -6.26
H 6.77 3.65 -7.13
H 5.70 3.48 -8.49
H 6.48 2.07 -7.86
H 4.12 2.08 -6.60
H 6.32 2.96 -4.72
H 5.90 1.31 -5.19
H 4.80 0.48 -3.19
H 3.90 1.71 -2.36
H 5.54 1.98 -2.43
H 5.08 4.78 -6.01
H 3.84 3.92 -5.41
C -5.46 -0.22 -0.07
C -6.84 0.36 0.24
C -7.87 0.17 -0.84
O -7.70 1.13 -1.92
C -8.78 1.41 -2.71
N -7.28 -0.42 1.38
H -5.58 -1.26 -0.35
H -4.75 -0.11 0.75
H -5.01 0.26 -0.94
H -6.73 1.39 0.57
H -8.84 0.45 -0.44
H -7.86 -0.83 -1.26
H -8.38 2.23 -3.30
H -9.61 1.73 -2.07
H -9.11 0.60 -3.36
H -6.59 -0.62 2.09
H -8.02 0.10 1.85
C 1.78 4.55 -3.12
C 1.36 3.05 -2.89
C -0.19 2.86 -2.78
O -0.57 1.53 -2.43
C -1.99 1.42 -2.11
N 1.82 2.42 -4.15
H 1.30 4.92 -4.03
H 2.85 4.67 -3.26
H 1.57 5.26 -2.32
H 1.81 2.60 -2.00
H -0.75 3.15 -3.66
H -0.46 3.56 -1.99
H -2.50 1.98 -1.32
H -2.25 0.41 -1.80
H -2.52 1.62 -3.04
H 2.82 2.50 -4.27
H 1.72 1.43 -4.02
C 0.74 -1.06 -5.30
C 1.80 -1.47 -4.25
C 3.31 -1.25 -4.54
O 3.70 -2.13 -5.63
C 5.06 -1.91 -6.06
N 1.48 -1.00 -2.96
H 1.10 -1.50 -6.23
H 0.74 0.03 -5.36
H -0.18 -1.52 -4.95
H 1.65 -2.55 -4.21
H 3.93 -1.29 -3.65
H 3.48 -0.28 -5.02
H 5.10 -0.88 -6.41
H 5.37 -2.48 -6.93
H 5.84 -2.07 -5.31
H 0.72 -1.48 -2.51
H 2.31 -0.93 -2.39
*
```

Mulliken population analysis, charges in e, atoms 1 to 6:
1 O -0.64
2 H 0.28
3 H 0.27
4 O -0.64
5 H 0.42
6 H 0.31

Molecular formula: C29H107ClNO39PS
Method: DFT, ωB97M-V with the def2-TZVPD basis set

Properties
- E: -5357.8522 a.u.
- Max |F|: 10.696 eV/Å

Geometry as ORCA input:
```
! wB97M-V def2-TZVPD RIJCOSX def2/J DEFGRID3
* xyz 0 1
C -0.39 2.19 1.32
C -0.80 2.27 -0.17
C -2.32 2.16 -0.35
O -2.70 1.42 -1.53
C -2.84 0.09 -1.27
C -3.87 -0.42 -0.48
C -4.93 0.55 0.02
C -3.94 -1.79 -0.18
S -5.29 -2.30 0.89
C -4.94 -1.58 2.50
O -6.58 -1.82 0.40
O -5.37 -3.72 1.11
C -3.00 -2.68 -0.70
C -3.02 -4.16 -0.38
N -2.55 -4.37 1.01
C -2.04 -5.75 1.12
C -1.98 -2.16 -1.51
C -1.89 -0.80 -1.78
C -0.72 -0.33 -2.63
O -0.81 0.53 -3.48
C 0.56 -1.04 -2.35
C 0.46 -2.40 -2.08
C 1.56 -3.18 -1.80
C 2.80 -2.55 -1.79
Cl 4.17 -3.58 -1.45
C 2.95 -1.19 -2.04
C 4.33 -0.57 -2.00
C 4.83 -0.18 -0.55
C 5.97 -1.13 -0.07
C 3.73 -0.25 0.51
C 1.82 -0.39 -2.35
P 1.81 1.41 -2.73
C 3.17 2.36 -1.94
C 2.72 3.84 -2.01
C 1.84 1.65 -4.56
C 3.22 1.46 -5.25
C -0.91 -3.01 -2.13
O -1.12 -4.07 -2.67
H 0.05 3.13 1.66
H -1.24 1.99 1.98
H 0.33 1.39 1.49
H -0.52 3.28 -0.50
H -0.23 1.57 -0.79
H -2.77 1.76 0.56
H -2.73 3.17 -0.46
H -4.74 1.56 -0.34
H -5.89 0.28 -0.41
H -4.97 0.62 1.10
H -5.21 -2.30 3.26
H -5.48 -0.65 2.66
H -3.87 -1.41 2.55
H -4.03 -4.54 -0.47
H -2.40 -4.75 -1.05
H -1.73 -3.78 1.15
H -1.79 -6.01 2.14
H -2.80 -6.41 0.72
H -1.12 -5.89 0.53
H 1.42 -4.23 -1.59
H 4.40 0.27 -2.68
H 5.02 -1.33 -2.37
H 5.29 0.81 -0.58
H 6.52 -1.57 -0.90
H 6.67 -0.59 0.56
H 5.50 -1.92 0.51
H 4.18 0.02 1.47
H 3.33 -1.26 0.63
H 2.90 0.43 0.34
H 3.35 2.07 -0.91
H 4.08 2.29 -2.54
H 3.62 4.44 -2.03
H 2.26 3.98 -2.99
H 2.05 4.12 -1.20
H 1.15 0.90 -4.96
H 1.49 2.66 -4.73
H 3.84 2.33 -5.03
H 3.69 0.53 -4.91
H 3.03 1.40 -6.32
O 7.96 1.14 0.52
H 8.79 0.89 0.09
H 8.20 1.92 1.02
O -6.60 1.80 2.37
H -7.01 2.63 2.62
H -7.32 1.16 2.42
O 3.25 5.62 0.19
H 4.09 5.98 -0.12
H 2.70 6.39 0.33
O 2.80 8.25 -0.16
H 2.61 8.30 -1.11
H 3.06 9.14 0.09
O -0.48 2.34 4.31
H -0.94 1.56 4.63
H -0.98 3.08 4.67
O 1.78 3.71 5.45
H 2.59 3.33 5.11
H 1.09 3.19 5.01
O 0.36 6.19 1.26
H 0.87 6.96 0.97
H -0.31 6.57 1.83
O -9.54 -1.56 -0.15
H -9.88 -2.44 0.05
H -8.58 -1.66 -0.12
O 4.40 -5.43 1.67
H 4.23 -5.36 0.72
H 4.74 -4.56 1.90
O 1.39 -4.69 1.63
H 2.28 -5.04 1.52
H 0.81 -5.38 1.27
O 3.06 1.28 -8.54
H 3.62 1.50 -9.30
H 2.22 1.00 -8.93
O 2.26 7.16 -2.99
H 1.62 6.69 -2.44
H 1.93 7.00 -3.88
O -4.82 -1.20 5.77
H -5.29 -1.97 6.11
H -5.39 -0.46 5.98
O -0.72 -3.73 3.35
H 0.11 -4.04 2.97
H -0.48 -2.94 3.84
O 0.38 -7.21 1.97
H 0.17 -6.93 2.87
H 0.71 -8.11 2.08
O 4.85 10.63 0.95
H 4.57 10.75 1.86
H 5.82 10.61 1.01
O -10.16 0.59 -2.17
H -10.26 -0.31 -1.81
H -9.41 0.52 -2.77
O -0.14 -0.23 5.99
H -0.47 -1.18 6.10
H 0.80 -0.31 5.83
O 7.41 9.85 2.55
H 7.23 8.95 2.84
H 8.37 9.91 2.53
O 4.02 5.61 6.12
H 4.85 5.25 5.78
H 3.33 5.08 5.71
O -3.42 -6.28 3.84
H -4.01 -7.02 3.67
H -3.90 -5.51 3.49
O -6.53 -2.18 -2.71
H -6.70 -2.04 -1.77
H -6.21 -3.09 -2.77
O -1.02 -8.10 4.50
H -1.50 -8.81 4.94
H -1.61 -7.33 4.58
O -1.44 4.97 -2.24
H -1.99 4.20 -2.45
H -1.98 5.71 -2.52
O -0.19 -10.06 6.17
H 0.25 -9.20 6.16
H 0.53 -10.68 6.26
O 10.44 1.75 -0.88
H 10.81 2.63 -0.88
H 11.21 1.17 -0.88
O -4.33 5.68 -2.73
H -4.81 6.49 -2.50
H -4.98 4.98 -2.63
O -3.87 -4.04 -4.45
H -3.09 -4.38 -4.89
H -3.54 -3.34 -3.89
O 0.83 5.23 -4.30
H 0.19 4.77 -3.74
H 0.51 5.08 -5.20
O -0.48 -0.93 -5.92
H -0.74 -0.71 -5.02
H -0.25 -1.87 -5.89
O 2.29 -8.71 7.28
H 1.98 -8.51 8.17
H 3.24 -8.82 7.37
O 1.19 -0.81 -8.38
H 0.78 -0.70 -7.50
H 2.10 -1.05 -8.18
O -7.88 -0.35 -4.74
H -7.89 -1.26 -4.41
H -7.17 -0.35 -5.38
O -0.04 -2.18 5.95
H -0.23 -1.91 6.86
H 0.32 -3.07 6.04
*
```

Mulliken population analysis, charges in e, atoms 1 to 6:
1 C -1.51
2 C 2.22
3 C -1.00
4 O -0.80
5 C -0.61
6 C 1.29

Molecular formula: C29H13Cl92O6P
Method: DFT, ωB97M-V with the def2-TZVPD basis set

Properties
- E: -44243.0572 a.u.
- Max |F|: 2.300 eV/Å

Geometry as ORCA input:
```
! wB97M-V def2-TZVPD RIJCOSX def2/J DEFGRID3
* xyz 0 1
C -0.88 2.89 -2.23
C -0.39 1.56 -2.83
C -1.25 1.20 -4.03
C 1.09 1.57 -3.15
O 1.43 2.76 -3.90
C 2.08 2.52 -5.04
O 1.67 1.81 -5.95
O 3.29 3.15 -5.12
C 3.33 4.22 -6.04
P 3.12 5.84 -5.20
O 2.79 5.65 -3.78
O 2.04 6.69 -6.01
O 4.51 6.62 -5.37
H -1.43 2.69 -1.31
H -0.06 3.58 -2.00
H -1.54 3.42 -2.91
H -0.55 0.79 -2.08
H -1.04 0.18 -4.34
H -2.30 1.27 -3.77
H -1.04 1.87 -4.86
H 1.64 1.60 -2.22
H 1.35 0.66 -3.69
H 4.30 4.22 -6.53
H 2.58 4.16 -6.83
H 2.44 7.53 -6.30
H 4.40 7.49 -4.94
C -2.12 6.14 0.03
Cl -1.13 6.98 -1.17
Cl -1.10 5.14 1.06
Cl -2.95 7.34 1.03
Cl -3.31 5.13 -0.79
C 2.02 1.28 1.43
Cl 0.77 2.52 1.41
Cl 1.69 0.09 0.16
Cl 3.60 2.02 1.14
Cl 2.01 0.47 2.99
C -1.95 -2.74 -1.92
Cl -3.46 -2.46 -1.04
Cl -1.36 -4.37 -1.58
Cl -2.24 -2.59 -3.65
Cl -0.75 -1.55 -1.41
C -1.05 0.12 6.12
Cl -1.98 -1.22 6.79
Cl -1.46 1.59 6.99
Cl 0.69 -0.24 6.26
Cl -1.45 0.32 4.41
C 1.81 1.76 10.48
Cl 0.36 1.66 11.48
Cl 1.39 1.22 8.86
Cl 2.41 3.42 10.45
Cl 3.06 0.70 11.14
C 0.16 10.89 -3.83
Cl -0.49 9.41 -3.13
Cl -0.34 12.27 -2.86
Cl 1.92 10.81 -3.87
Cl -0.45 11.09 -5.49
C 0.01 -2.78 10.90
Cl -0.17 -4.51 10.62
Cl 0.20 -1.96 9.35
Cl -1.43 -2.14 11.73
Cl 1.45 -2.48 11.88
C -4.37 -5.33 9.58
Cl -3.22 -4.24 10.34
Cl -4.71 -4.79 7.93
Cl -3.69 -6.95 9.53
Cl -5.88 -5.34 10.51
C -1.53 14.09 -8.38
Cl -0.72 14.77 -6.97
Cl -0.94 14.88 -9.85
Cl -1.20 12.36 -8.48
Cl -3.27 14.34 -8.24
C -0.15 16.26 -14.09
Cl 0.57 15.23 -15.33
Cl 0.84 17.71 -13.89
Cl -1.78 16.72 -14.58
Cl -0.22 15.37 -12.56
C 5.10 0.50 -7.45
Cl 3.70 -0.35 -6.80
Cl 4.56 1.73 -8.60
Cl 6.00 1.27 -6.14
Cl 6.16 -0.65 -8.28
C -3.06 7.07 -6.21
Cl -2.32 6.03 -7.44
Cl -2.07 8.52 -5.99
Cl -4.69 7.52 -6.72
Cl -3.14 6.19 -4.67
C -2.11 -8.34 -3.41
Cl -3.45 -9.21 -2.68
Cl -2.72 -7.03 -4.42
Cl -1.10 -7.65 -2.13
Cl -1.16 -9.44 -4.40
C -1.72 -10.43 -8.50
Cl -0.71 -9.75 -9.79
Cl -0.74 -11.50 -7.50
Cl -2.37 -9.13 -7.50
Cl -3.05 -11.34 -9.22
C 1.16 8.27 2.78
Cl 1.26 6.51 2.70
Cl 1.10 8.94 1.15
Cl -0.30 8.73 3.66
Cl 2.58 8.90 3.63
C -1.90 -10.46 1.18
Cl -1.70 -11.53 2.59
Cl -3.52 -9.76 1.22
Cl -0.70 -9.17 1.20
Cl -1.71 -11.41 -0.30
C -2.02 -6.09 3.85
Cl -2.09 -7.85 3.92
Cl -2.07 -5.58 2.16
Cl -3.40 -5.40 4.71
Cl -0.52 -5.53 4.60
C 1.87 -9.54 4.83
Cl 2.97 -8.87 3.61
Cl 2.78 -10.58 5.93
Cl 1.14 -8.21 5.73
Cl 0.60 -10.46 4.03
C -2.59 -7.83 13.50
Cl -2.81 -9.48 12.92
Cl -2.69 -7.81 15.26
Cl -1.00 -7.24 13.00
Cl -3.84 -6.80 12.82
C -1.51 -5.66 -11.12
Cl -2.89 -4.65 -11.55
Cl -1.86 -6.56 -9.65
Cl -1.17 -6.79 -12.43
Cl -0.09 -4.63 -10.85
C -0.04 -0.29 15.19
Cl -0.39 -1.94 14.68
Cl -0.22 -0.15 16.95
Cl 1.61 0.14 14.73
Cl -1.18 0.81 14.41
C 3.11 -7.90 -4.28
Cl 1.61 -7.63 -3.40
Cl 3.70 -9.53 -3.96
Cl 2.81 -7.71 -6.01
Cl 4.33 -6.72 -3.77
C 4.30 -6.17 11.35
Cl 3.16 -4.83 11.44
Cl 3.98 -7.11 9.89
Cl 5.95 -5.54 11.30
Cl 4.11 -7.21 12.77
*
```

Mulliken population analysis, charges in e, atoms 1 to 6:
1 C -1.25
2 C 2.13
3 C -1.70
4 C -0.74
5 O -0.18
6 C 0.44

Q: Number 2 is which compound?
A: C29H107ClNO39PS